(1)
# C31H58O13S9

8 unconnected molecules or ions with the total composition C31H58O13S9 (ωB97M-V/def2-TZVPD, the Open Molecules 2025 dataset).

Geometry (Å):
C1 -2.42488 1.45651 -0.67119
C2 -2.91392 0.02647 -0.57765
C3 -1.86706 -0.90235 0.05533
O1 -1.24655 -1.69426 -0.96632
C4 -0.24048 -2.45541 -0.55070
O2 -0.06100 -2.78288 0.59042
C5 0.70541 -2.84845 -1.66528
S1 2.41295 -2.41805 -1.19282
C6 2.50107 -0.77745 -1.87272
C7 1.71527 0.17382 -1.36555
C8 1.67581 1.54736 -1.89468
O3 0.89402 2.36165 -1.46088
C9 2.63014 1.88264 -2.98856
C10 2.64395 3.18351 -3.47716
C11 3.54104 3.52108 -4.48164
C12 4.40413 2.55180 -4.97743
C13 4.39013 1.25202 -4.49400
C14 3.48435 0.91039 -3.49705
C15 3.43789 -0.48858 -2.99225
O4 4.13057 -1.34459 -3.47934
O5 -3.44984 -0.51687 -1.79361
C16 -2.91338 -0.04354 -2.95306
O6 -1.74903 -0.06635 -3.20958
C17 -3.95682 0.42872 -3.93707
S2 -3.35086 1.59129 -5.16199
H1 -1.51547 1.56157 -1.25394
H2 -2.17296 1.76510 0.34203
H3 -3.20974 2.13100 -0.99672
H4 -3.74667 0.03504 0.12015
H5 -2.35695 -1.57407 0.75177
H6 -1.11250 -0.31582 0.57166
H7 0.67387 -3.91720 -1.82801
H8 0.48808 -2.28826 -2.56801
H9 1.06531 -0.03295 -0.53094
H10 1.95537 3.90682 -3.07589
H11 3.53909 4.52474 -4.87360
H12 5.10411 2.81973 -5.75596
H13 5.07268 0.51223 -4.87790
H14 -4.84132 0.82724 -3.45654
H15 -4.27365 -0.47375 -4.46266
H16 -2.53164 0.81588 -5.88347
C18 -1.02423 -3.41356 -6.64850
S3 -0.67011 -1.67826 -6.35123
O7 -1.92002 -0.92852 -6.65941
C19 0.42385 -1.46233 -7.75970
H17 -1.73664 -3.74158 -5.89463
H18 -1.45609 -3.53536 -7.64194
H19 -0.10346 -3.98949 -6.55723
H20 -0.10543 -1.71657 -8.67812
H21 1.30144 -2.09654 -7.63468
H22 0.72842 -0.41839 -7.78704
C20 5.21666 -3.00429 1.44553
S4 4.11604 -2.52804 2.78193
O8 4.92567 -1.76672 3.77566
C21 3.91170 -4.18067 3.44431
H23 5.51008 -2.10027 0.91591
H24 6.09966 -3.49480 1.85654
H25 4.68798 -3.67107 0.76403
H26 4.88167 -4.58760 3.71783
H27 3.43600 -4.81548 2.69816
H28 3.27891 -4.11825 4.32752
C22 5.93619 -4.97320 6.44446
S5 6.12619 -6.63677 5.78305
O9 4.84925 -6.99847 5.11208
C23 6.14099 -7.45141 7.38520
H29 5.86586 -4.27433 5.61473
H30 5.02761 -4.92169 7.04480
H31 6.80835 -4.72651 7.04958
H32 5.21620 -7.22741 7.91683
H33 7.00345 -7.10811 7.95616
H34 6.21804 -8.52322 7.21564
C24 -0.37260 5.33976 -0.39741
S6 -2.13694 5.01785 -0.54927
O10 -2.52680 5.37589 -1.94066
C25 -2.67589 6.35648 0.51526
H35 0.15439 4.62226 -1.02347
H36 -0.15740 6.35571 -0.73192
H37 -0.07060 5.20685 0.64199
H38 -2.30603 7.30541 0.12196
H39 -2.30048 6.18817 1.52415
H40 -3.76106 6.36676 0.53578
C26 -6.84508 9.02363 2.28224
S7 -6.12767 7.48507 2.87048
O11 -5.19673 7.00784 1.81460
C27 -7.62736 6.50665 2.72393
H41 -6.05468 9.77037 2.25245
H42 -7.25101 8.87716 1.28148
H43 -7.62705 9.34537 2.97007
H44 -7.97934 6.53168 1.69286
H45 -8.38635 6.90364 3.39823
H46 -7.38653 5.48357 3.00468
C28 0.46051 -6.21290 2.10833
S8 1.15614 -6.79707 0.55846
O12 1.24437 -5.61781 -0.34090
C29 -0.29180 -7.73333 0.05188
H47 1.18953 -5.55979 2.57997
H48 -0.45387 -5.65410 1.90912
H49 0.26018 -7.06545 2.75747
H50 -1.15530 -7.06983 0.00132
H51 -0.46881 -8.53857 0.76465
H52 -0.09120 -8.15350 -0.93138
C30 -1.00626 3.38709 3.99260
S9 -2.76703 3.04566 3.87320
O13 -3.18176 3.38826 2.48982
C31 -3.29307 4.40544 4.92616
H53 -0.48385 2.67049 3.36196
H54 -0.80657 4.40033 3.64263
H55 -0.68165 3.26828 5.02633
H56 -2.93771 5.34847 4.50993
H57 -2.90085 4.25780 5.93255
H58 -4.38059 4.40352 4.95379

Forces on atoms 1 to 2 (eV/Å):
0.170 -0.133 0.282
0.417 -0.015 0.405

Values from the calculation:
Kohn-Sham gap in hartree: 0.2499
HOMO in eV: -7.8
Lowest unoccupied orbital energy in eV: -1.02
Charge: 0

***

(2)
# C31H59B3ClNO8S2

3 unconnected molecules or ions with the total composition C31H59B3ClNO8S2 (ωB97M-V/def2-TZVPD, the Open Molecules 2025 dataset).

Geometry (Å):
C1 -4.22958 1.51038 -1.53712
C2 -4.96663 1.48834 -2.86320
C3 -4.53453 2.58795 -3.82912
C4 -3.46844 2.19407 -4.84397
N1 -2.31482 1.45996 -4.29076
C5 -1.04624 1.86332 -4.94353
C6 0.16577 1.77904 -4.03161
C7 0.02623 2.48248 -2.68443
C8 1.36005 3.09024 -2.23992
B1 2.46090 2.06755 -1.82294
O1 3.75131 2.48427 -1.49769
B2 4.46779 1.71900 -0.61649
Cl1 5.65683 2.47571 0.41930
O2 4.22129 0.37466 -0.51382
B3 2.85495 0.11294 -0.65609
C9 2.17191 -0.66577 0.50533
O3 0.85471 -1.07849 0.22751
C10 0.32125 -1.90820 1.19719
C11 0.73387 -3.23230 1.16749
C12 0.24452 -4.16832 2.06106
C13 0.70020 -5.59123 2.00129
C14 -0.70037 -3.73042 2.98853
C15 -1.10164 -2.41013 3.01141
C16 -0.60499 -1.44338 2.12707
C17 -1.14419 -0.01946 2.18725
C18 -0.19084 1.06965 1.71354
C19 -1.57712 0.35421 3.60893
O4 2.21570 0.69769 -1.72913
C20 -2.43570 0.05036 -4.33314
S1 -2.02499 -0.87750 -3.07817
S2 -3.00545 -0.63141 -5.88768
C21 -1.73595 -1.88347 -6.22645
C22 -2.32736 -3.27156 -6.42071
C23 -2.91852 -3.88161 -5.15768
H1 -4.51072 2.40876 -0.98718
H2 -4.53632 0.66657 -0.92636
H3 -3.15222 1.50115 -1.67204
H4 -4.89698 0.50542 -3.32652
H5 -6.02291 1.64117 -2.64299
H6 -4.19920 3.45850 -3.26611
H7 -5.40694 2.89149 -4.40653
H8 -3.07430 3.10234 -5.28980
H9 -3.94842 1.65007 -5.66107
H10 -0.85968 1.21677 -5.80582
H11 -1.17003 2.87725 -5.30933
H12 0.38363 0.73029 -3.83267
H13 1.03440 2.17109 -4.56150
H14 -0.32356 1.77708 -1.93428
H15 -0.72237 3.27417 -2.73112
H16 1.23289 3.76521 -1.39022
H17 1.76741 3.69588 -3.05218
H18 2.19041 0.01229 1.37126
H19 2.81492 -1.50167 0.79701
H20 1.45437 -3.54524 0.42515
H21 1.42714 -5.70476 1.20080
H22 1.19289 -5.88781 2.92348
H23 -0.11623 -6.27695 1.78930
H24 -1.12690 -4.43087 3.69117
H25 -1.84251 -2.13807 3.74479
H26 -2.04594 -0.00994 1.58334
H27 0.08610 0.96050 0.67189
H28 -0.69457 2.03096 1.80235
H29 0.69518 1.10595 2.34527
H30 -2.46106 -0.17822 3.94392
H31 -1.79845 1.41881 3.63834
H32 -0.76711 0.18750 4.31699
H33 -1.26764 -1.56027 -7.15324
H34 -0.98080 -1.87144 -5.44742
H35 -3.12560 -3.17169 -7.15634
H36 -1.56071 -3.91813 -6.84290
H37 -2.29439 -3.69502 -4.29005
H38 -3.89685 -3.45145 -4.95705
H39 -3.07046 -4.95002 -5.28372
C24 -0.63337 7.30541 4.29713
O5 -1.20204 7.28074 3.00179
C25 -0.74066 6.21178 2.19520
C26 -1.73467 5.07508 2.13751
O6 -1.90297 4.45074 3.39899
C27 -3.07956 4.84652 4.07885
H40 -1.19908 8.02632 4.88448
H41 -0.69044 6.32717 4.78098
H42 0.41325 7.62658 4.25902
H43 0.22342 5.84351 2.56045
H44 -0.59305 6.60222 1.18341
H45 -1.36033 4.31661 1.44154
H46 -2.69525 5.43702 1.75760
H47 -3.96736 4.40212 3.61541
H48 -3.18911 5.93339 4.09330
H49 -2.99978 4.48278 5.10168
C28 6.72485 -4.34351 5.01563
O7 7.00143 -5.14823 3.88536
C29 6.16351 -6.28436 3.77189
C30 5.05840 -6.07063 2.76377
O8 4.15334 -5.06350 3.17780
C31 4.34356 -3.80957 2.54493
H50 7.27622 -3.41321 4.89223
H51 5.65877 -4.11820 5.09885
H52 7.06149 -4.83277 5.93629
H53 5.73361 -6.54413 4.74452
H54 6.78612 -7.12168 3.44183
H55 4.49051 -7.00073 2.65813
H56 5.48805 -5.82331 1.78764
H57 3.98777 -3.84087 1.50810
H58 5.38983 -3.49522 2.55821
H59 3.74716 -3.08432 3.09655

Forces on atoms 1 to 2 (eV/Å):
-0.119 0.093 0.041
-0.255 0.170 0.129

Values from the calculation:
SMILES: CCCCN(CCCCB1OB(Cl)OB(COc2cc(C)ccc2C(C)C)O1)C(=S)SCCC.COCCOC.COCCOC
Kohn-Sham gap in hartree: 0.3025
HOMO in eV: -8.4
Lowest unoccupied orbital energy in eV: -0.15
Charge: 0

***

(3)
# C31H59HgN3O8P2S2Sb

A molecular structure, C31H59HgN3O8P2S2Sb (ωB97M-V/def2-TZVPD, the Open Molecules 2025 dataset).

Geometry (Å):
Hg1 -0.64205 -0.55876 -1.76450
C1 4.69674 -3.89244 1.02584
C2 4.59089 -3.40206 -0.40636
C3 5.83027 -2.65376 -0.85143
O1 3.40479 -2.60305 -0.64977
P1 2.73433 -1.43233 0.17941
O2 1.87438 -0.59535 -0.66781
C4 1.84748 -2.28847 1.49540
P2 0.61758 -1.34112 2.41409
O3 -0.47480 -0.85466 1.57030
O4 0.21730 -2.29726 3.61586
C5 -0.58902 -3.50589 3.57940
C6 0.33443 -4.70859 3.56035
C7 -1.60250 -3.52448 2.45265
O5 1.38650 -0.18129 3.14783
C8 2.16554 -0.14296 4.36913
C9 3.17887 -1.26864 4.44259
C10 1.24459 -0.07670 5.57019
O6 3.91407 -0.69395 0.92879
C11 4.37252 0.67694 0.64565
C12 4.70972 0.86561 -0.82050
C13 3.35119 1.67635 1.13240
H1 5.58727 -4.51409 1.12239
H2 3.83317 -4.49632 1.30611
H3 4.79433 -3.05525 1.71898
H4 4.43856 -4.26061 -1.06084
H5 6.05988 -1.84235 -0.16097
H6 5.68712 -2.24097 -1.84940
H7 6.67991 -3.33728 -0.87715
H8 2.55555 -2.73749 2.18852
H9 1.29152 -3.08215 0.98652
H10 -1.12110 -3.48298 4.53157
H11 0.84731 -4.79601 2.60095
H12 -0.24421 -5.61951 3.71703
H13 1.08102 -4.63518 4.35146
H14 -1.12216 -3.55208 1.47259
H15 -2.23843 -2.64202 2.47675
H16 -2.22215 -4.41559 2.56004
H17 2.70275 0.80292 4.28176
H18 2.68273 -2.23774 4.51629
H19 3.79441 -1.13550 5.33289
H20 3.83296 -1.25801 3.56941
H21 0.69589 -1.01000 5.68858
H22 0.52911 0.73678 5.45454
H23 1.83402 0.10298 6.47044
H24 5.28259 0.74128 1.24389
H25 3.80648 0.83311 -1.42959
H26 5.40330 0.10494 -1.17434
H27 5.17920 1.84214 -0.94576
H28 2.41937 1.55713 0.58299
H29 3.72305 2.68723 0.95907
H30 3.14991 1.55271 2.19568
C14 -6.34850 -1.54289 -1.20381
C15 -4.92472 -2.06590 -1.04342
C16 -4.85515 -3.20119 -0.02482
Sb1 -3.40978 -0.58648 -0.56357
C17 -3.93880 0.09788 1.42724
C18 -3.03075 1.27671 1.76472
C19 -5.41138 0.41601 1.65937
C20 -3.89623 1.00241 -1.94094
C21 -4.07359 0.38724 -3.32880
C22 -5.02805 1.95417 -1.56948
H31 -7.00675 -2.36365 -1.50942
H32 -6.42202 -0.76769 -1.96221
H33 -6.74690 -1.13961 -0.27472
H34 -4.57886 -2.43927 -2.01120
H35 -5.09860 -2.84984 0.98218
H36 -3.86162 -3.65246 0.01058
H37 -5.57129 -3.98963 -0.27597
H38 -3.65799 -0.75043 2.05794
H39 -3.22964 2.13861 1.12222
H40 -1.98351 1.00933 1.64756
H41 -3.19623 1.59195 2.80040
H42 -5.79030 1.16237 0.96474
H43 -5.53380 0.81790 2.67129
H44 -6.04147 -0.46942 1.58656
H45 -2.96692 1.57112 -1.95308
H46 -5.04345 -0.09981 -3.43944
H47 -3.29644 -0.34791 -3.55743
H48 -3.98868 1.16746 -4.08791
H49 -6.00381 1.46564 -1.56930
H50 -5.05634 2.76736 -2.30091
H51 -4.87156 2.41372 -0.59382
N1 3.54070 5.59731 -5.90585
C23 2.41080 4.94557 -5.42271
C24 2.43917 3.56842 -5.18290
C25 1.30410 2.90995 -4.75458
C26 0.12236 3.61562 -4.55624
C27 0.08549 4.98202 -4.78481
C28 1.22260 5.64402 -5.21785
S1 -1.32719 2.75838 -4.02023
O7 -1.67862 1.80830 -5.04459
O8 -2.29169 3.78288 -3.67860
N2 -0.87120 1.91292 -2.75606
C29 -0.60890 2.47227 -1.56414
S2 -0.35802 4.16955 -1.19880
C30 0.00623 3.74392 0.43966
C31 -0.10265 2.41046 0.60084
N3 -0.46853 1.69866 -0.51600
H52 4.42256 5.14481 -5.73728
H53 3.56756 6.59427 -5.77773
H54 3.36053 3.01926 -5.34078
H55 1.32569 1.84455 -4.56302
H56 -0.83765 5.51723 -4.60885
H57 1.19330 6.71210 -5.40046
H58 0.25689 4.48893 1.17596
H59 0.04339 1.87769 1.53058

Forces on atoms 1 to 2 (eV/Å):
-0.127 0.083 0.276
-0.041 0.011 -0.005

Values from the calculation:
Kohn-Sham gap (alpha / beta) in hartree: 0.2455 / 0.2328
HOMO (alpha / beta) in eV: -6.4 / -7.2
2S+1: 2
Lowest unoccupied orbital energy (alpha / beta) in eV: 0.33 / -0.83
Expectation value of S²: 0.7571
Charge: 0

***

(4)
# C31H59N2O15

6 unconnected molecules or ions with the total composition C31H59N2O15 (ωB97M-V/def2-TZVPD, the Open Molecules 2025 dataset).

Geometry (Å):
N1 -2.02742 0.32849 0.44281
C1 -0.86946 1.12200 -0.10219
C2 0.52959 0.31429 0.00623
C3 1.59088 0.88118 -1.08976
C4 3.10526 0.46771 -0.74954
C5 3.31871 -1.10603 -0.49487
C6 4.28138 -1.83715 -1.55086
C7 3.81669 -1.73101 -3.08428
C8 2.25454 -1.97625 -3.34360
C9 1.69398 -1.31063 -4.70752
C10 1.99403 0.26740 -4.74845
C11 0.72437 1.18618 -5.08042
C12 1.06988 2.75103 -5.28887
N2 2.42628 3.15306 -4.83391
C13 3.73887 2.99887 -5.42390
C14 4.81869 3.60747 -4.50560
C15 4.05817 4.20442 -3.26483
C16 2.58300 3.88051 -3.57746
H1 -2.83797 0.97610 0.32011
H2 -0.81807 2.09622 0.52245
H3 -1.05391 1.32864 -1.21931
H4 0.39336 -0.80835 -0.15569
H5 0.97620 0.44919 1.06430
H6 1.21749 0.47650 -2.10478
H7 1.44047 2.02642 -1.15232
H8 3.86022 0.83155 -1.55022
H9 3.41745 1.02242 0.21833
H10 3.76663 -1.23988 0.55075
H11 2.32961 -1.70747 -0.48676
H12 4.50085 -2.91439 -1.19873
H13 5.30434 -1.29242 -1.48499
H14 4.37435 -2.57663 -3.65028
H15 4.22965 -0.75410 -3.52380
H16 2.10816 -3.11656 -3.44301
H17 1.56087 -1.63100 -2.50696
H18 0.56225 -1.53235 -4.79642
H19 2.22646 -1.78866 -5.60258
H20 2.75213 0.43823 -5.60866
H21 2.52176 0.61799 -3.78449
H22 0.28547 0.82344 -6.08959
H23 -0.07307 1.06270 -4.25763
H24 0.32523 3.32810 -4.61631
H25 0.82527 3.10339 -6.36112
H26 3.80492 2.44340 -6.41599
H27 5.92263 3.56608 -4.76506
H28 4.54603 4.74897 -2.39630
H29 1.71215 4.18204 -2.89395
C17 -2.13136 0.47287 3.10199
O1 -2.04810 -0.04343 4.44696
C18 -0.81706 -0.02482 4.97201
O2 0.18276 0.37494 4.42714
O3 -0.88781 -0.53366 6.22167
C19 0.36195 -0.57610 6.90578
H30 -3.17113 0.40895 2.78243
H31 -1.82586 1.52182 3.07420
H32 -1.52676 -0.12237 2.42028
H33 0.76979 0.42992 7.02889
H34 1.07000 -1.21695 6.37534
H35 0.18636 -1.00081 7.89544
C20 -1.48808 2.49336 6.82397
O4 -1.58688 3.56840 7.76044
C21 -0.49128 4.33999 7.83196
O5 0.52192 4.19613 7.19257
O6 -0.71933 5.30421 8.74334
C22 0.37011 6.20500 8.92456
H36 -2.42721 1.93934 6.85158
H37 -1.34309 2.87589 5.81096
H38 -0.68031 1.81560 7.10039
H39 0.59040 6.73546 7.99536
H40 1.25397 5.67364 9.28496
H41 0.07601 6.93663 9.67826
C23 1.92301 -8.42645 -5.64674
O7 3.26789 -8.27105 -5.19813
C24 3.55871 -7.03779 -4.74777
O8 2.79784 -6.10335 -4.70060
O9 4.84528 -7.02892 -4.35980
C25 5.29448 -5.77212 -3.85488
H42 1.80177 -9.45585 -5.98619
H43 1.22085 -8.24701 -4.82949
H44 1.71716 -7.75902 -6.48658
H45 4.72582 -5.48781 -2.96658
H46 5.22219 -4.99955 -4.62372
H47 6.34244 -5.88020 -3.57283
C26 -4.77326 -0.74925 5.92873
O10 -6.16501 -0.63877 6.23630
C27 -6.47403 0.40450 7.02102
O11 -5.69701 1.21555 7.46342
O12 -7.80366 0.38967 7.23005
C28 -8.27650 1.45154 8.05478
H48 -4.63944 -1.62378 5.29161
H49 -4.42801 0.13039 5.38272
H50 -4.18771 -0.89341 6.83952
H51 -8.07000 2.41968 7.59287
H52 -7.82961 1.39511 9.05004
H53 -9.35699 1.34029 8.15477
C29 -5.36529 0.20528 -6.19645
O13 -5.28553 -0.31044 -4.87111
C30 -4.04419 -0.29169 -4.34553
O14 -3.04835 0.11302 -4.89802
O15 -4.10965 -0.79919 -3.10776
C31 -2.85288 -0.84222 -2.42000
H54 -6.40614 0.14155 -6.51702
H55 -5.05959 1.25390 -6.22131
H56 -4.75604 -0.39107 -6.87978
H57 -2.44827 0.16303 -2.29375
H58 -2.14398 -1.48137 -2.95402
H59 -3.02366 -1.26830 -1.43224

Forces on atoms 1 to 2 (eV/Å):
0.912 1.007 -1.105
-0.835 -1.281 0.693

Values from the calculation:
Kohn-Sham gap in hartree: 0.1537
HOMO in eV: -2.0
Lowest unoccupied orbital energy in eV: 2.16
Charge: -1